# 1
Computed, not measured: a molecular structure, C49H47F9N2O10S3SiTi in a non-equilibrium geometry, with ωB97M-V with the def2-TZVPD basis set.

Output
energy above the lowest of the compared OMol25 structures with the same formula, charge and spin: 11.23 kcal/mol
E_HOMO: -0.317 Ha
electronic energy: -5989.88847 Eh
strongest force on any atom: 3.49 eV Å⁻¹

XYZ file:
```
122
Properties=species:S:1:pos:R:3:mulliken_charge:R:1
Ti 1.53274 -2.11404 0.58243 -0.56
O -1.68850 -2.93025 -0.58890 -0.77
S -0.74345 -3.06321 0.47327 0.87
O -1.14422 -3.87056 1.59417 -0.31
O 0.61818 -3.56705 -0.03992 -0.55
O -0.29846 -1.69046 0.98331 0.25
C -6.93728 4.19136 1.67254 -1.69
C -5.59535 3.51710 1.62060 1.09
C -5.38595 2.38480 0.84353 -0.92
C -4.14524 1.76540 0.81577 -0.12
C -3.09934 2.30235 1.54439 -0.34
C -3.29341 3.41301 2.34839 -0.57
C -4.53787 4.01218 2.38587 -0.94
S -1.49118 1.48189 1.45665 1.24
O -0.90064 1.67746 2.81349 -0.87
C -0.70549 2.84774 0.53164 0.54
C 0.11903 3.71303 1.26499 -0.69
C 0.78631 4.71957 0.63105 -1.38
C 0.64062 4.91028 -0.75962 1.02
C 1.35158 5.92842 -1.43732 -1.09
C 1.23125 6.08515 -2.78818 -0.66
C 0.39124 5.22906 -3.52635 -0.86
C -0.31193 4.23876 -2.90242 -0.60
C -0.20837 4.04814 -1.50339 1.15
C -0.86307 2.98072 -0.83163 -0.66
C -1.64841 1.94803 -1.57332 -0.49
C -2.93490 2.27936 -2.07681 1.10
C -3.48547 3.57266 -1.90920 -0.51
C -4.73247 3.86274 -2.38303 -0.94
C -5.48628 2.87647 -3.04794 -0.75
C -4.98858 1.61508 -3.20250 -1.09
C -3.70687 1.27314 -2.71146 0.92
C -3.21487 -0.04516 -2.78169 -1.56
C -1.98318 -0.36931 -2.29429 -0.59
C -1.18283 0.62935 -1.71364 1.01
S 0.55045 0.22090 -1.27223 0.37
O 0.70658 -1.27794 -1.27042 -0.57
C 1.12052 0.74703 -2.90961 1.03
C 0.72897 0.06643 -4.05069 -0.98
C 1.18234 0.49787 -5.28495 -1.12
C 2.01800 1.60695 -5.39861 1.11
C 2.51258 2.07318 -6.73782 -1.61
C 2.40463 2.26964 -4.23723 -0.96
C 1.96672 1.84108 -2.99596 -0.21
H -7.64258 3.71817 0.99199 0.35
H -6.84568 5.24526 1.40646 0.37
H -7.34714 4.14343 2.68249 0.39
H -6.20114 1.97328 0.26188 0.37
H -3.99725 0.86036 0.24062 0.55
H -2.47491 3.78521 2.95076 0.50
H -4.69991 4.87302 3.02268 0.41
H 0.21132 3.53966 2.32879 0.76
H 1.44184 5.37887 1.18561 0.42
H 2.00389 6.57354 -0.86231 0.45
H 1.79083 6.85757 -3.29810 0.41
H 0.31825 5.35684 -4.59807 0.46
H -0.95257 3.57897 -3.47305 0.48
H -2.90613 4.31966 -1.38236 0.61
H -5.15064 4.85101 -2.24666 0.47
H -6.46905 3.12488 -3.42541 0.42
H -5.57577 0.85112 -3.69626 0.49
H -3.84519 -0.80429 -3.22679 0.46
H -1.62357 -1.38960 -2.27849 0.53
H 0.08575 -0.79987 -3.96911 0.47
H 0.87743 -0.03514 -6.17620 0.36
H 2.07299 1.49330 -7.54659 0.40
H 3.59773 1.97801 -6.79366 0.33
H 2.27044 3.12499 -6.89218 0.34
H 3.05937 3.12913 -4.30924 0.44
H 2.28599 2.35218 -2.09619 0.49
O -1.73279 -6.06394 3.34367 -0.58
C -1.71798 -5.37818 4.55471 -0.18
N -2.61286 -4.23402 4.55307 -0.08
C -2.29637 -2.92086 4.65752 0.02
O -3.12270 -2.03998 4.49199 -0.69
C -0.89699 -2.55356 5.08119 -0.05
C -0.53123 -2.51327 6.41898 -0.07
C 0.71004 -2.00292 6.76769 -0.83
C 1.53008 -1.52622 5.76100 -0.68
N 1.19062 -1.55696 4.47544 -0.20
C 0.00532 -2.05993 4.14024 0.14
H -1.47876 -5.44824 2.63695 0.54
H -0.72377 -5.01329 4.81809 0.05
H -2.05207 -6.08938 5.31497 0.40
H -3.52467 -4.41923 4.15710 0.30
H -1.21880 -2.86516 7.17780 0.50
H 1.02120 -1.95377 7.80150 0.45
H 2.49553 -1.08518 5.97937 0.52
H -0.25234 -2.06024 3.08202 0.46
O 1.82760 -0.46829 1.97274 -0.49
H 1.98527 -0.91394 2.84905 0.61
H 0.95851 -0.03130 2.18038 0.08
F 5.35693 -4.14398 3.26828 -0.29
C 4.57886 -3.41525 2.46275 0.10
F 4.51250 -2.17688 2.96278 -0.24
F 5.19318 -3.33609 1.27857 -0.14
C 3.12818 -3.98688 2.32624 1.45
O 2.27885 -2.97028 2.00009 0.57
C 2.72550 -4.61045 3.69660 0.08
F 3.14060 -3.84619 4.71696 -0.26
F 3.24810 -5.82866 3.88182 -0.30
F 1.40137 -4.71318 3.78083 -0.08
C 3.08276 -5.09956 1.24372 -0.08
F 4.10731 -5.95434 1.34417 -0.29
F 3.15640 -4.53576 0.02550 -0.04
F 1.95568 -5.79723 1.31275 -0.26
C 4.20338 -0.63616 -3.22656 -1.13
Si 3.76457 -2.00279 -1.95510 0.81
C 5.40299 -2.95200 -1.76631 -1.38
C 2.52134 -3.17040 -2.80317 -0.85
C 3.23228 -1.29103 -0.28144 -0.97
H 5.04047 -0.96829 -3.84178 0.53
H 4.49475 0.30236 -2.75302 0.29
H 3.37599 -0.42621 -3.90272 0.11
H 5.84758 -3.15424 -2.74059 0.39
H 5.25282 -3.90846 -1.26795 0.31
H 6.12268 -2.38171 -1.17811 0.32
H 3.01584 -4.05912 -3.19654 0.56
H 2.01436 -2.68065 -3.63471 0.34
H 1.76432 -3.49131 -2.09051 -0.04
H 3.00759 -0.22672 -0.42057 0.78
H 4.07757 -1.31861 0.40901 1.03
```

# 2
Computed, not measured: 3 unconnected molecules or ions with the total composition C49H48Br2N4O8PS2 in a non-equilibrium geometry, with ωB97M-V with the def2-TZVPD basis set.

Output
E_HOMO: -0.208 Ha
electronic energy: -9002.67502 Eh
strongest force on any atom: 5.10 eV Å⁻¹
charge: -1

XYZ file:
```
114
Properties=species:S:1:pos:R:3:mulliken_charge:R:1
C 6.62243 -3.83800 0.48700 -1.23
C 5.16306 -3.26180 0.23468 0.03
S 5.14781 -1.43419 0.32699 -0.21
C 3.41798 -0.83731 -0.02154 -0.54
C 2.44939 -1.06337 1.21896 0.55
O 1.15832 -0.53633 1.15962 -0.26
P 0.70031 0.64731 2.40388 2.12
C 0.53229 1.91437 3.79449 -0.51
C -0.21439 1.59026 5.11537 -1.27
C 0.62002 0.62986 6.08385 -0.16
Br 1.75935 1.76589 7.23639 -0.23
C -0.13125 -0.87710 3.23873 -0.93
C -0.81305 -1.89005 2.22306 -0.73
S 0.18499 -3.45374 2.00132 -0.10
C -1.03687 -4.77082 1.95735 0.42
N -1.23562 -5.81566 1.10135 -0.18
N -2.34245 -6.42877 1.58212 -0.57
C -2.86125 -5.84955 2.67202 0.07
O -2.01296 -4.78196 2.90408 -0.25
C -0.94318 1.25036 1.50862 -0.73
C -2.20597 1.27356 2.39456 0.08
O -2.93813 0.36876 2.65218 -0.57
Br -2.76557 3.05192 3.16370 -0.24
C 1.49896 1.88550 1.07988 0.04
C 2.23522 3.04567 1.56396 -1.02
C 2.76071 3.98939 0.53320 -0.61
C 2.43874 3.56886 -0.82792 -0.49
C 1.71842 2.36242 -1.17831 -0.48
N 1.24290 1.53212 -0.22174 0.00
O 2.22574 0.30087 3.21175 -0.42
C 3.22976 -0.35474 2.43169 -0.66
C 3.84963 -1.38313 3.50265 -0.67
C 5.30110 -0.97581 3.95358 -0.60
N 5.34590 0.30638 4.70126 -0.68
H 6.68724 -4.92678 0.20325 0.38
H 7.39739 -3.28400 -0.10320 0.31
H 6.84528 -3.80940 1.59057 0.28
H 4.85598 -3.66596 -0.77376 0.21
H 4.50195 -3.77002 0.98547 0.19
H 3.10647 -1.39810 -0.94618 0.14
H 3.54581 0.25420 -0.26349 0.31
H 2.59967 -2.15683 1.44051 0.01
H 0.13411 2.87884 3.35768 0.62
H 1.57983 2.17347 4.12231 0.25
H -1.26428 1.19930 5.03060 0.22
H -0.31439 2.55012 5.70300 0.51
H -0.12007 0.05614 6.69479 0.43
H 1.22292 -0.12273 5.52059 -0.05
H 0.72170 -1.45005 3.70127 0.39
H -0.94950 -0.64638 3.95810 0.29
H -1.16270 -1.44842 1.26455 0.26
H -1.76004 -2.28120 2.70386 0.61
H -3.75565 -6.08660 3.27032 0.36
H -0.73474 2.32472 1.25197 0.80
H -1.18034 0.63753 0.60268 0.31
H 2.45284 3.33324 2.60868 0.28
H 3.30398 4.92362 0.78165 0.40
H 2.78035 4.23919 -1.65538 0.29
H 1.54150 2.14411 -2.25939 0.37
H 4.05546 0.37668 2.22850 0.21
H 3.17841 -1.36755 4.40951 0.25
H 3.87450 -2.43500 3.10809 0.24
H 5.96025 -0.89368 3.04462 0.25
H 5.72187 -1.79437 4.61160 0.32
H 4.40411 0.69055 4.78925 0.31
H 5.97215 0.96703 4.24815 0.28
C 0.99862 -3.67753 -1.82689 -0.12
C 1.80994 -4.80455 -1.73552 -0.46
C 2.35731 -5.36332 -2.88135 -0.85
C 2.08581 -4.80389 -4.12662 0.39
C 1.25167 -3.68681 -4.22088 0.25
C 0.71880 -3.11946 -3.06617 -0.81
C 0.91311 -3.10856 -5.54421 0.47
O 0.19051 -2.13418 -5.63005 -0.67
C 1.46589 -3.74650 -6.76690 0.20
C 1.11268 -3.25189 -8.01941 -0.52
C 1.63353 -3.83187 -9.16690 -0.47
C 2.51720 -4.90322 -9.06811 -0.44
C 2.86758 -5.40277 -7.82262 -0.58
C 2.33579 -4.83236 -6.66926 0.14
C 2.69046 -5.39834 -5.34266 0.60
O 3.46008 -6.33761 -5.25800 -0.68
H 0.57995 -3.23789 -0.92852 0.36
H 2.01654 -5.24590 -0.76719 0.52
H 2.99252 -6.23773 -2.80421 0.44
H 0.08234 -2.24518 -3.13235 0.50
H 0.42781 -2.41622 -8.10142 0.46
H 1.35299 -3.44823 -10.14120 0.39
H 2.92930 -5.35123 -9.96513 0.39
H 3.55188 -6.23971 -7.75015 0.46
C -5.66163 2.58127 1.29573 -0.69
C -4.77057 2.44036 0.23473 -0.39
C -4.74565 3.38335 -0.78207 -0.68
C -5.61998 4.46640 -0.74941 0.32
C -6.52988 4.59427 0.30224 0.22
C -6.53931 3.65438 1.32921 -0.50
C -7.50128 5.71467 0.32729 0.58
O -8.29283 5.83054 1.24429 -0.68
C -7.49781 6.69036 -0.79260 0.17
C -8.44010 7.71502 -0.81406 -0.55
C -8.43713 8.63920 -1.84853 -0.45
C -7.48665 8.54936 -2.86192 -0.45
C -6.54953 7.52697 -2.84749 -0.54
C -6.55837 6.58936 -1.81844 0.17
C -5.57246 5.47817 -1.83231 0.51
O -4.74527 5.39845 -2.72052 -0.67
H -5.67333 1.84873 2.09418 0.46
H -4.09370 1.59436 0.20365 0.53
H -4.04704 3.27220 -1.60281 0.49
H -7.23433 3.75668 2.15390 0.46
H -9.17986 7.79106 -0.02597 0.46
H -9.17501 9.43316 -1.86578 0.39
H -7.48055 9.27620 -3.66615 0.39
H -5.81446 7.45771 -3.64051 0.46
```